Entry 1:
Density functional theory data (ωB97M-V with the def2-TZVPD basis set) for a molecular structure, C27H23Br4MoN5O6Te.

ORCA input file:
```
! wB97M-V def2-TZVPD RIJCOSX def2/J DEFGRID3
* xyz 0 3
Mo -0.32184 0.16172 0.40108
O 0.27464 4.18759 0.32958
C 0.47863 2.99435 0.41626
O -0.20424 2.07235 -0.22187
C 1.51995 2.34087 1.25412
C 2.60794 2.90270 1.90099
C 3.51569 2.05986 2.53194
C 3.33602 0.67888 2.44835
C 2.23562 0.19096 1.76891
N 1.31740 1.00747 1.21852
C 1.96509 -1.23500 1.37378
O 2.46968 -2.19394 1.91489
O 1.14564 -1.27173 0.36585
H 2.73146 3.97416 1.88827
H 4.36730 2.46554 3.05546
H 4.03629 -0.02005 2.88116
Br 0.05703 -5.31358 4.46985
C -0.36209 -4.15052 3.06023
C -0.70051 -4.65929 1.81066
Br -0.62923 -6.51218 1.49687
C -1.08308 -3.79037 0.79240
Br -1.56801 -4.40947 -0.91591
C -1.06542 -2.41798 0.99266
O -1.41189 -1.52343 0.09711
C -0.62130 -1.89669 2.23942
O -0.51911 -0.59328 2.30006
C -0.33455 -2.77545 3.27611
Br 0.15523 -2.06668 4.94742
C -3.44159 0.15862 1.19571
N -2.39182 1.17083 0.91241
C -2.93590 2.07630 -0.14022
N -4.18240 2.68428 0.24967
C -5.15652 1.63638 0.51630
N -4.69772 0.75608 1.58443
C -4.48946 1.56048 2.78338
N -3.49106 2.59629 2.55097
C -2.24594 1.97889 2.15562
C -3.95827 3.45537 1.46882
H -3.10144 -0.49397 2.01003
H -3.60063 -0.43980 0.29248
H -3.07992 1.48505 -1.05285
H -2.21584 2.87616 -0.33147
H -5.30739 1.05341 -0.39661
H -6.10554 2.08782 0.81108
H -4.16307 0.91369 3.60136
H -5.43302 2.03449 3.06045
H -1.89926 1.32449 2.96556
H -1.50528 2.76852 1.98610
H -3.21312 4.23132 1.27470
H -4.89409 3.92942 1.76863
C -2.36070 -1.30812 -2.78252
Te -0.44834 -0.34032 -2.37317
C -1.28466 1.24233 -3.62957
C -2.61948 0.77623 -4.14289
C -3.33639 1.55005 -5.04998
C -4.55833 1.11649 -5.53358
C -5.08025 -0.09582 -5.11156
C -4.37260 -0.87095 -4.21141
C -3.14071 -0.44360 -3.72704
H -2.89193 -1.48869 -1.84645
H -2.16219 -2.28223 -3.23660
H -0.60167 1.42811 -4.45989
H -1.37705 2.16574 -3.05250
H -2.93220 2.49575 -5.38067
H -5.09989 1.72430 -6.24222
H -6.03384 -0.44279 -5.48005
H -4.76600 -1.82274 -3.88932
*
```

highest occupied orbital energy (alpha / beta)	-7.5 / -7.6	eV
<S²>	2.018
relative energy (zero: lowest compared OMol25 entry of this formula, charge and spin)	27.9	kcal/mol

***

Entry 2:
Density functional theory data (ωB97M-V with the def2-TZVPD basis set) for a molecular structure, C27H23BrCl2F4N3OV.

ORCA input file:
```
! wB97M-V def2-TZVPD RIJCOSX def2/J DEFGRID3
* xyz 0 3
V 0.41791 0.28781 0.39879
C -0.73927 -4.05347 1.69670
C 0.02974 -2.73360 1.62160
N 0.34929 -2.19337 0.28594
C 1.59109 -2.75479 -0.28534
C 1.66130 -4.26738 -0.49652
C -0.74922 -2.28569 -0.68214
C -1.96220 -1.48062 -0.23480
N -1.52044 -0.30011 0.49557
C -2.24165 0.01314 1.61357
C -1.57164 0.43738 2.76467
F -0.20156 0.42987 2.71511
C -2.21216 0.82021 3.92137
F -1.48451 1.21158 4.97358
C -3.59092 0.77612 4.00981
C -4.28682 0.34990 2.89392
F -5.62536 0.31623 2.92782
C -3.64302 -0.01712 1.73158
F -4.38512 -0.33848 0.65143
H -0.87012 -4.30735 2.74921
H -1.73400 -3.96833 1.25862
H -0.22426 -4.87988 1.21316
H -0.55751 -1.97948 2.15166
H 0.97737 -2.82595 2.15655
H 1.74095 -2.26258 -1.24833
H 2.41844 -2.43906 0.35024
H 0.80647 -4.64919 -1.05603
H 2.55954 -4.48876 -1.07410
H 1.73715 -4.80787 0.44564
H -0.36674 -1.87637 -1.61910
H -1.05049 -3.32092 -0.88044
H -2.56724 -1.25777 -1.12209
H -2.59511 -2.09249 0.41498
H -4.10676 1.07196 4.91071
Cl 5.16371 0.17033 -0.92654
C 3.80209 0.52012 -1.93085
C 4.00344 0.88026 -3.27460
C 2.94918 1.15024 -4.09958
Cl 3.23954 1.57962 -5.75517
C 1.62324 1.07803 -3.61374
C 0.45413 1.33109 -4.36058
C -0.76995 1.23068 -3.75627
C -0.84911 0.88072 -2.40134
N 0.22322 0.62900 -1.68314
C 1.44874 0.71975 -2.26278
C 2.53507 0.43152 -1.38683
O 2.27060 0.09058 -0.14928
H 5.01520 0.93739 -3.65139
H 0.54049 1.60826 -5.40231
H -1.67807 1.42789 -4.30795
H -1.79977 0.82001 -1.88597
Br 0.78820 6.94635 1.56371
C 0.62243 5.08518 1.22266
C -0.39595 4.63712 0.39720
C -0.49839 3.27779 0.13126
C 0.39122 2.35625 0.68441
C 1.39155 2.84904 1.52338
C 1.51990 4.20665 1.79780
H -1.09687 5.33964 -0.03395
H -1.31044 2.94731 -0.51076
H 2.10633 2.16514 1.97485
H 2.30713 4.57046 2.44442
*
```

highest occupied orbital energy (alpha / beta)	-7.9 / -8.2	eV
<S²>	2.018
relative energy (zero: lowest compared OMol25 entry of this formula, charge and spin)	19.5	kcal/mol

***

Entry 3:
Density functional theory data (ωB97M-V with the def2-TZVPD basis set) for a molecular structure, C27H23BrN5O2Pt.

ORCA input file:
```
! wB97M-V def2-TZVPD RIJCOSX def2/J DEFGRID3
* xyz 1 1
Pt -0.85923 0.56337 -0.25825
O -0.27321 -0.67352 3.55763
C -0.10844 -2.02355 3.58124
C -0.01749 -2.62606 4.83256
C 0.15691 -3.99265 4.94627
C 0.23298 -4.78698 3.80866
C 0.13152 -4.18471 2.56777
C -0.02674 -2.80619 2.42446
C -0.11092 -2.28583 0.99776
O -0.54475 -0.97544 0.94053
N 1.20003 -2.45076 0.34743
N 1.54878 -1.49811 -0.45787
C 2.61825 -1.42616 -1.13595
C 2.76974 -0.21947 -1.94189
Br 1.30313 1.02002 -1.67147
C 3.73111 0.06750 -2.80649
C 4.02343 1.23880 -3.65184
C 3.72143 2.55672 -3.30709
C 4.03581 3.59936 -4.16537
C 4.65791 3.34700 -5.37967
C 4.98986 2.04402 -5.71980
C 4.68434 1.00406 -4.85721
H -0.32863 -0.44035 2.60795
H -0.08095 -1.99133 5.70691
H 0.23015 -4.44232 5.92809
H 0.35811 -5.85797 3.88990
H 0.15207 -4.80604 1.67612
H -0.82269 -2.93625 0.46989
H 1.77566 -3.26418 0.52945
H 3.41572 -2.16808 -1.14781
H 4.42314 -0.76429 -2.92452
H 3.29492 2.78352 -2.33990
H 3.81344 4.61793 -3.87431
H 4.89982 4.16290 -6.04771
H 5.49679 1.83800 -6.65293
H 4.95458 -0.01121 -5.12284
C -4.39709 -2.12722 3.11637
C -4.39514 -0.79330 3.51136
C -3.82166 0.16593 2.70232
C -3.23106 -0.23245 1.50727
C -3.24128 -1.55843 1.09318
C -3.84061 -2.50583 1.90225
N -2.61641 0.75037 0.67164
N -3.19164 1.85038 0.60586
C -2.58263 2.76442 -0.26563
C -3.16616 3.99916 -0.42602
C -2.60861 4.88166 -1.33757
C -1.50341 4.47360 -2.05649
C -0.96927 3.21271 -1.83934
N -1.48775 2.36388 -0.94458
H -4.83579 -2.87642 3.76203
H -4.83441 -0.50303 4.45541
H -3.78583 1.20341 3.00414
H -2.82640 -1.82778 0.13401
H -3.86164 -3.54087 1.58980
H -4.04401 4.23387 0.15868
H -3.03870 5.86169 -1.49096
H -1.04475 5.11697 -2.79334
H -0.12233 2.87552 -2.41009
*
```

highest occupied orbital energy	-10.3	eV
relative energy (zero: lowest compared OMol25 entry of this formula, charge and spin)	3.9	kcal/mol

***

Entry 4:
Density functional theory data (ωB97M-V with the def2-TZVPD basis set) for a molecular structure, C27H23CdN5O2.

ORCA input file:
```
! wB97M-V def2-TZVPD RIJCOSX def2/J DEFGRID3
* xyz 0 1
Cd 0.09602 -0.54575 -0.07523
O 2.25973 -0.33662 -0.48844
C 2.70812 0.78386 -0.95832
C 3.68444 0.76121 -1.98943
C 4.22194 1.90804 -2.52551
C 3.83671 3.16867 -2.05825
C 2.89996 3.22809 -1.05026
C 2.30503 2.08248 -0.50284
C 1.33155 2.30118 0.56051
N 0.45353 1.44149 0.90038
N -0.39871 1.73747 1.94758
C -0.99575 0.64486 2.37886
O -0.85575 -0.55080 1.94427
C -2.00936 0.86243 3.46168
C -2.10756 2.07782 4.13628
C -3.09187 2.26754 5.09249
C -3.98975 1.24688 5.38440
C -3.89186 0.03306 4.71979
C -2.90263 -0.15941 3.76463
H 3.99805 -0.21676 -2.33574
H 4.96254 1.83065 -3.31363
H 4.27211 4.07097 -2.46538
H 2.59690 4.19401 -0.65750
H 1.35772 3.25556 1.09328
H -1.40247 2.86209 3.89725
H -3.15893 3.21245 5.61706
H -4.75867 1.39704 6.13179
H -4.58578 -0.76639 4.94751
H -2.80722 -1.09856 3.23686
C 1.09533 -4.86694 -0.81304
C 1.53778 -4.85057 -2.12365
C 1.31596 -3.72556 -2.89885
C 0.65313 -2.63900 -2.34407
N 0.24368 -2.65628 -1.07117
C 0.46042 -3.73800 -0.32670
C 0.38160 -1.40056 -3.13769
C 0.44823 -1.38620 -4.52478
C 0.22988 -0.19211 -5.19152
C -0.05541 0.94860 -4.46356
C -0.13828 0.83973 -3.08499
N 0.06884 -0.30560 -2.44852
H 1.25149 -5.72245 -0.17205
H 2.06116 -5.70156 -2.53912
H 1.67906 -3.68471 -3.91464
H 0.11348 -3.68821 0.69840
H 0.65438 -2.28899 -5.08036
H 0.28261 -0.15657 -6.27170
H -0.21642 1.90183 -4.94620
H -0.37164 1.69494 -2.46217
C -4.26757 3.27079 -0.14390
C -3.44673 2.34377 0.75099
C -2.82934 1.25000 0.00254
N -2.34339 0.38914 -0.58262
H -4.69950 4.06749 0.45948
H -5.07844 2.73257 -0.63302
H -3.64350 3.72396 -0.91314
H -4.05908 1.90012 1.53889
H -2.62881 2.86213 1.25672
*
```

highest occupied orbital energy	-6.7	eV
relative energy (zero: lowest compared OMol25 entry of this formula, charge and spin)	6.0	kcal/mol

***

- Number 3 is which compound?
  C27H23BrN5O2Pt

***

- relative energy (zero: lowest compared OMol25 entry of this formula, charge and spin) of number 1 (C27H23Br4MoN5O6Te)?
  27.9 kcal/mol

***

- Which of these has the highest relative energy (zero: lowest compared OMol25 entry of this formula, charge and spin)?
  C27H23Br4MoN5O6Te